Below is a molecular structure, C10H24N4O7Pd at a distorted geometry, with properties calculated with ωB97M-V/def2-TZVPD.

Its spin multiplicity is 3. The total energy is -34524.1329 eV. The relative energy (zero: lowest compared OMol25 entry of this formula, charge and spin) comes out at 5.02 kJ/mol. The LUMO energy (alpha / beta) comes out at -0.606 / -1.453 eV. Its gap between HOMO and LUMO (alpha / beta) is 4.51 / 6.56 eV.

Last column: Löwdin spin population.
CARTESIAN COORDINATES (ANGSTROEM)
O (-0.23289, 0.29973, -4.72576)  0.001
H (-0.67852, 0.12727, -5.57396)  0.000
Pd (-0.26196, 0.17375, 0.09290)  -0.056
N (0.11949, 1.71733, 1.32356)  0.243
N (1.15323, 1.13124, -0.96311)  0.220
N (-1.35887, -0.94653, 1.33464)  0.156
N (-0.48253, -1.54822, -0.92698)  0.159
O (-0.43652, 1.85311, 2.48171)  0.330
O (-1.66952, -0.52042, 2.59380)  0.034
O (0.30989, -1.77939, -2.00884)  0.036
O (1.60087, 0.65329, -2.06403)  0.365
C (1.66215, 2.24043, -0.36072)  0.119
C (1.08045, 2.56722, 0.89500)  0.080
C (-1.61054, -2.21159, 0.99497)  0.105
C (-1.08816, -2.56302, -0.29708)  0.106
C (1.46226, 3.70116, 1.78636)  0.006
H (1.73754, 3.34681, 2.78919)  0.002
H (0.60673, 4.37983, 1.90498)  0.003
H (2.30968, 4.25599, 1.37130)  0.000
C (2.82904, 2.93805, -0.97421)  0.013
H (2.63040, 3.21884, -2.01666)  0.004
H (3.71463, 2.28604, -0.95890)  0.005
H (3.05659, 3.84304, -0.40186)  0.000
C (-2.25067, -3.13797, 1.96477)  0.015
C (-1.07340, -3.94103, -0.84878)  0.016
H (-2.82500, -2.57146, 2.70757)  0.000
H (-1.49559, -3.73773, 2.49565)  0.006
H (-2.91652, -3.82860, 1.44046)  0.002
H (-0.29422, -4.04602, -1.61152)  0.000
H (-2.03476, -4.20341, -1.30481)  0.006
H (-0.88501, -4.66468, -0.04998)  0.003
H (-1.26094, 0.42275, 2.62701)  -0.001
H (0.76364, -0.87406, -2.15157)  -0.001
C (-1.17597, 0.92313, -3.85376)  0.001
H (-0.63616, 1.63238, -3.22387)  0.001
H (-1.66425, 0.17254, -3.22445)  0.001
H (-1.94518, 1.48073, -4.39951)  0.000
O (-2.49653, 1.44630, -0.26448)  0.007
H (-3.17215, 0.85849, 0.12277)  0.001
H (-2.50779, 2.24762, 0.28922)  0.000
C (1.87243, -1.15024, 2.53471)  0.001
O (1.71653, -0.94865, 1.12963)  0.009
H (1.48925, -0.25657, 3.03931)  0.000
H (2.93829, -1.26643, 2.78286)  0.000
H (1.30724, -2.03281, 2.87787)  0.000
H (2.09333, -1.68824, 0.62458)  0.000

***

Below is a molecular structure, C23H22I2MoN5O13S at a distorted geometry, with properties calculated with ωB97M-V/def2-TZVPD.

Its spin multiplicity is 3. The total energy is -87159.0420 eV. As for the total charge: +1. The relative energy (zero: lowest compared OMol25 entry of this formula, charge and spin) comes out at 118.43 kJ/mol. The LUMO energy (alpha / beta) comes out at -3.986 / -4.453 eV. Its gap between HOMO and LUMO (alpha / beta) is 7.75 / 7.57 eV.

Last column: Löwdin spin population.
CARTESIAN COORDINATES (ANGSTROEM)
Mo (-0.12277, 0.51795, 0.78976)  1.626
O (0.14130, 3.59349, 6.06036)  0.015
C (0.06458, 2.87210, 4.95477)  0.022
C (-0.71102, 1.70831, 4.83502)  -0.001
C (-0.72363, 1.04280, 3.62582)  0.019
N (-0.05364, 1.49352, 2.55040)  -0.012
C (0.68000, 2.61820, 2.65173)  0.016
C (0.77426, 3.32727, 3.82286)  -0.007
C (1.34757, 2.93466, 1.32541)  0.007
O (2.16630, 3.79780, 1.17292)  0.013
O (0.86421, 2.13713, 0.40551)  0.045
C (-1.46311, -0.22249, 3.27115)  0.010
O (-2.13013, -0.85173, 4.05772)  0.021
O (-1.30640, -0.48619, 2.00566)  0.057
H (-0.36183, 3.21548, 6.79527)  0.000
H (-1.29554, 1.32073, 5.65718)  0.000
H (1.36658, 4.22803, 3.87174)  -0.001
I (-2.52374, -0.88925, -1.73562)  0.025
C (-1.42769, 0.46094, -2.94053)  0.002
I (0.64913, 0.45801, -2.29637)  0.011
H (-1.85506, 1.44892, -2.79907)  0.000
H (-1.46570, 0.14803, -3.97898)  0.000
C (-5.98370, 1.15724, -4.82066)  0.000
C (-6.23699, 1.00756, -3.33578)  0.000
S (-5.26367, 2.19734, -2.36748)  0.000
O (-3.90210, 1.70998, -2.21777)  0.001
O (-5.37263, 3.53209, -2.85932)  0.000
C (-6.05633, 2.09380, -0.70347)  0.000
C (-5.32748, 2.92716, 0.34295)  0.000
N (-3.89259, 2.73058, 0.30384)  0.005
C (-3.21787, 1.65090, 0.74163)  0.011
N (-1.90278, 1.77559, 0.47821)  0.012
C (-1.76009, 2.95864, -0.18818)  0.007
C (-2.98231, 3.56008, -0.30449)  0.001
N (-3.23883, 4.83126, -0.91030)  0.000
O (-4.27904, 5.38136, -0.63876)  0.000
O (-2.35549, 5.25991, -1.60521)  0.000
C (-3.88758, 0.51858, 1.41638)  0.002
H (-6.48006, 0.35205, -5.35875)  0.000
H (-4.92031, 1.11468, -5.03914)  0.000
H (-6.36992, 2.10836, -5.17474)  0.000
H (-5.93036, 0.03209, -2.96408)  0.000
H (-7.27596, 1.21101, -3.08700)  0.000
H (-6.07204, 1.03211, -0.47048)  0.000
H (-7.06583, 2.47453, -0.82562)  0.000
H (-5.67751, 2.67850, 1.34801)  0.000
H (-5.51758, 3.98867, 0.16129)  0.000
H (-0.80831, 3.33645, -0.52159)  0.000
H (-3.78019, 0.58802, 2.49877)  0.001
H (-3.46561, -0.43999, 1.11183)  0.000
H (-4.94684, 0.49643, 1.18579)  0.000
O (2.74299, -2.04716, 1.42849)  0.017
C (1.57695, -2.00162, 1.14187)  0.011
O (0.98541, -0.89207, 0.71685)  0.054
C (0.62998, -3.14984, 1.27019)  0.000
C (1.03569, -4.33852, 1.87887)  0.000
C (0.12756, -5.37214, 2.05582)  0.000
C (-1.19165, -5.23174, 1.65397)  0.001
C (-1.58592, -4.03962, 1.05445)  0.000
C (-0.67927, -3.01716, 0.83576)  0.003
N (-2.95596, -3.83553, 0.66598)  0.000
O (-3.69247, -4.78458, 0.65765)  0.000
O (-3.29532, -2.69145, 0.38355)  0.001
H (2.06172, -4.42971, 2.20225)  0.000
H (0.44924, -6.29501, 2.51252)  0.000
H (-1.91773, -6.01759, 1.79750)  0.000
H (-1.01204, -2.12577, 0.32215)  0.002

***

Below is a single C4H6OS2 molecule at a distorted geometry, with properties calculated with ωB97M-V/def2-TZVPD.

The total energy is -27960.6742 eV. The relative energy (zero: lowest compared OMol25 entry of this formula, charge and spin) comes out at 251.28 kJ/mol. The LUMO energy comes out at -0.789 eV. Its gap between HOMO and LUMO is 8.35 eV.

Last column: natural (NBO) charge in e.
CARTESIAN COORDINATES (ANGSTROEM)
C (2.52493, 0.12521, 0.03394)  -0.515
C (1.23802, -0.28831, 0.00489)  0.349
O (0.91263, -1.60501, -0.50664)  -0.705
C (-0.14909, 0.49759, 0.13552)  -0.532
C (-1.64899, -0.01905, -0.00795)  -0.297
S (-2.24396, -1.55312, 0.29332)  -0.023
S (-2.65421, 1.31168, -0.09502)  0.161
H (2.57294, 1.14424, 0.32481)  0.207
H (3.31422, -0.55712, -0.10966)  0.235
H (0.05872, -1.75219, -0.16859)  0.474
H (-0.22993, 0.87331, 1.12546)  0.244
H (0.01690, 1.27571, -0.47167)  0.233
H (-3.71218, 0.54705, -0.55841)  0.168

***

Below is 3 unconnected molecules or ions with the total composition C14H24ClO9PS, with properties calculated with ωB97M-V/def2-TZVPD.

The total energy is -65982.2936 eV. The relative energy (zero: lowest compared OMol25 entry of this formula, charge and spin) comes out at 0.00 kJ/mol. The LUMO energy comes out at 0.487 eV. Its gap between HOMO and LUMO is 9.89 eV.

Last column: natural (NBO) charge in e.
CARTESIAN COORDINATES (ANGSTROEM)
C (3.99372, -2.04629, 0.74555)  -0.240
O (3.05791, -3.09309, 0.61098)  -0.557
C (3.39229, -4.27722, 1.29603)  -0.074
C (2.11146, -4.92838, 1.74882)  0.066
C (1.18596, -5.30833, 0.57500)  -0.448
C (-0.11138, -4.47326, 0.47208)  -0.557
P (0.24640, -2.85526, -0.39921)  1.186
O (0.25534, -1.83538, 0.87316)  -1.004
Cl (-1.74123, -2.52253, -1.04404)  -0.400
C (-0.92509, -4.31328, 1.76599)  -0.705
S (0.08303, -4.45839, 3.21936)  2.403
O (-0.29041, -3.48544, 4.18692)  -0.908
O (0.20408, -5.84668, 3.55604)  -0.948
O (1.46835, -3.97171, 2.62134)  -0.711
H (4.15372, -1.79761, 1.79965)  0.176
H (3.57871, -1.18058, 0.23344)  0.199
H (4.95676, -2.30199, 0.28796)  0.167
H (4.05022, -4.09141, 2.15106)  0.191
H (3.90710, -4.96910, 0.61399)  0.179
H (2.34282, -5.80141, 2.35996)  0.219
H (0.94354, -6.36979, 0.63060)  0.233
H (1.73678, -5.15718, -0.35712)  0.229
H (-0.75297, -4.98392, -0.24931)  0.258
H (-0.06405, -0.94724, 0.66266)  0.523
H (-1.37962, -3.32437, 1.82694)  0.271
H (-1.70236, -5.07094, 1.86466)  0.255
O (-0.71007, 1.70597, -0.16981)  -0.590
C (-1.50806, 1.81421, -1.05812)  0.799
C (-1.80278, 0.84681, -2.18121)  -0.536
C (-2.58045, 1.69225, -3.18337)  -0.430
C (-3.23472, 2.72634, -2.27053)  -0.072
O (-2.31588, 2.89237, -1.17105)  -0.499
H (-2.40073, 0.03530, -1.76325)  0.251
H (-0.87549, 0.42280, -2.55803)  0.245
H (-3.30620, 1.13538, -3.77133)  0.226
H (-1.89170, 2.18758, -3.86904)  0.213
H (-4.18352, 2.37229, -1.86259)  0.182
H (-3.38378, 3.70274, -2.72413)  0.212
O (-2.78324, 6.96623, -1.73463)  -0.571
C (-1.71736, 6.77675, -1.22598)  0.793
C (-1.39149, 6.00144, 0.03281)  -0.542
C (0.03016, 6.43981, 0.36185)  -0.429
C (0.56942, 6.78787, -1.02197)  -0.070
O (-0.56741, 7.25246, -1.76945)  -0.495
H (-1.45144, 4.93819, -0.21046)  0.261
H (-2.12609, 6.21185, 0.80571)  0.243
H (0.62552, 5.67892, 0.86145)  0.226
H (0.01341, 7.33203, 0.98942)  0.209
H (0.97654, 5.91136, -1.53168)  0.176
H (1.31427, 7.57983, -1.02715)  0.196

***

Below is 3 unconnected molecules or ions with the total composition C21H37FO2, with properties calculated with ωB97M-V/def2-TZVPD.

The total energy is -29189.4130 eV. The LUMO energy comes out at -1.369 eV. Its gap between HOMO and LUMO is 8.79 eV.

Last column: natural (NBO) charge in e.
CARTESIAN COORDINATES (ANGSTROEM)
C (-1.89806, 4.83377, 0.21240)  -0.650
C (-3.05021, 3.88174, 0.25165)  -0.026
C (-2.93409, 2.55569, 0.18950)  -0.263
C (-4.11502, 1.66378, 0.23041)  0.494
O (-4.02582, 0.47299, 0.01726)  -0.504
C (-5.42216, 2.28196, 0.57453)  -0.220
C (-5.57981, 3.60036, 0.65088)  -0.099
C (-6.91538, 4.21656, 0.96777)  0.189
C (-7.64948, 4.72934, -0.25385)  -0.640
F (-6.73775, 5.26171, 1.86370)  -0.357
C (-4.42324, 4.49267, 0.31235)  0.573
O (-4.58547, 5.66291, 0.05682)  -0.507
H (-2.08893, 5.64410, -0.49009)  0.245
H (-0.97860, 4.31240, -0.05307)  0.221
H (-1.76132, 5.28533, 1.19909)  0.235
H (-1.96905, 2.07072, 0.08174)  0.229
H (-6.24000, 1.59310, 0.76432)  0.228
H (-7.51439, 3.46958, 1.49674)  0.173
H (-7.11919, 5.59432, -0.65342)  0.238
H (-8.66684, 5.01854, 0.00877)  0.223
H (-7.68777, 3.95138, -1.01873)  0.218
C (-3.01764, -2.55533, 1.29233)  -0.616
C (-1.67905, -1.96002, 1.71480)  -0.396
C (-0.71200, -1.75912, 0.54920)  -0.399
C (-0.32113, -3.04073, -0.18901)  -0.397
C (0.30341, -4.12281, 0.69134)  -0.399
C (1.59055, -3.67274, 1.37386)  -0.611
H (-2.90311, -3.55824, 0.87697)  0.196
H (-3.69897, -2.62811, 2.14162)  0.205
H (-3.49119, -1.92512, 0.53891)  0.222
H (-1.21775, -2.58783, 2.48309)  0.191
H (-1.85565, -0.98852, 2.18515)  0.199
H (0.18998, -1.25918, 0.91534)  0.194
H (-1.17006, -1.07148, -0.16908)  0.206
H (0.38736, -2.77979, -0.98250)  0.199
H (-1.19852, -3.45396, -0.69344)  0.202
H (0.51235, -4.99735, 0.06958)  0.201
H (-0.41550, -4.45402, 1.44602)  0.194
H (2.32198, -3.34623, 0.63115)  0.201
H (2.03819, -4.48211, 1.95217)  0.209
H (1.41344, -2.84018, 2.05683)  0.200
C (3.34209, -0.86255, -0.94153)  -0.612
C (4.66708, -0.24823, -0.50288)  -0.399
C (5.64799, -0.02677, -1.65330)  -0.397
C (6.05646, -1.29907, -2.39897)  -0.397
C (6.66854, -2.38820, -1.51907)  -0.399
C (7.94659, -1.95256, -0.81016)  -0.610
H (3.48170, -1.85500, -1.37385)  0.201
H (2.66005, -0.96737, -0.09644)  0.211
H (2.85183, -0.23817, -1.69222)  0.201
H (5.12619, -0.88274, 0.26066)  0.194
H (4.47539, 0.71293, -0.01868)  0.201
H (6.54000, 0.47447, -1.26801)  0.200
H (5.20062, 0.66734, -2.37202)  0.200
H (6.77527, -1.02801, -3.17883)  0.200
H (5.18900, -1.71131, -2.92144)  0.200
H (6.88292, -3.25920, -2.14370)  0.202
H (5.93698, -2.72299, -0.77802)  0.193
H (8.69952, -1.62758, -1.53179)  0.201
H (8.37269, -2.77118, -0.22895)  0.210
H (7.76493, -1.12389, -0.12395)  0.200

***

Below is 2 unconnected molecules or ions with the total composition C9H12F2N at a distorted geometry, with properties calculated with ωB97M-V/def2-TZVPD.

The total energy is -16444.0041 eV. As for the total charge: +1. The relative energy (zero: lowest compared OMol25 entry of this formula, charge and spin) comes out at 0.00 kJ/mol. The LUMO energy comes out at -4.635 eV. Its gap between HOMO and LUMO is 8.87 eV.

Last column: natural (NBO) charge in e.
CARTESIAN COORDINATES (ANGSTROEM)
C (-0.31638, -3.39828, 0.39906)  -0.150
C (-1.58076, -2.83980, 0.31436)  -0.169
C (0.78527, -2.55062, 0.54289)  -0.192
C (-1.74348, -1.47545, 0.30785)  -0.220
C (0.62281, -1.20904, 0.60872)  -0.217
C (-0.63031, -0.66633, 0.40363)  0.081
C (-1.17526, 1.38895, -0.72982)  -0.448
C (-0.17885, 1.32588, 1.45400)  0.107
C (2.76068, 2.11891, -0.82519)  0.422
N (-0.71481, 0.74850, 0.43327)  -0.230
F (2.16915, 2.34709, 0.29727)  -0.336
F (1.87414, 1.72021, -1.76198)  -0.364
H (-0.04043, -4.41479, 0.59670)  0.236
H (-2.32459, -3.53016, 0.24175)  0.230
H (1.60510, -3.09322, 1.00498)  0.239
H (-2.76480, -1.24157, 0.18575)  0.245
H (1.46711, -0.50829, 0.58518)  0.225
H (-2.07474, 0.94084, -1.09294)  0.254
H (-1.39344, 2.46859, -0.45063)  0.230
H (-0.29047, 1.56901, -1.40212)  0.279
H (0.04018, 0.68533, 2.32625)  0.248
H (3.52862, 1.31780, -0.84837)  0.151
H (-0.16741, 2.44745, 1.47006)  0.240
H (3.18688, 3.16767, -1.22866)  0.141

***

Please write out number 6 again, unchanged.
Below is 2 unconnected molecules or ions with the total composition C9H12F2N at a distorted geometry, with properties calculated with ωB97M-V/def2-TZVPD.

The total energy is -16444.0041 eV. As for the total charge: +1. The relative energy (zero: lowest compared OMol25 entry of this formula, charge and spin) comes out at 0.00 kJ/mol. The LUMO energy comes out at -4.635 eV. Its gap between HOMO and LUMO is 8.87 eV.

Last column: natural (NBO) charge in e.
CARTESIAN COORDINATES (ANGSTROEM)
C (-0.31638, -3.39828, 0.39906)  -0.150
C (-1.58076, -2.83980, 0.31436)  -0.169
C (0.78527, -2.55062, 0.54289)  -0.192
C (-1.74348, -1.47545, 0.30785)  -0.220
C (0.62281, -1.20904, 0.60872)  -0.217
C (-0.63031, -0.66633, 0.40363)  0.081
C (-1.17526, 1.38895, -0.72982)  -0.448
C (-0.17885, 1.32588, 1.45400)  0.107
C (2.76068, 2.11891, -0.82519)  0.422
N (-0.71481, 0.74850, 0.43327)  -0.230
F (2.16915, 2.34709, 0.29727)  -0.336
F (1.87414, 1.72021, -1.76198)  -0.364
H (-0.04043, -4.41479, 0.59670)  0.236
H (-2.32459, -3.53016, 0.24175)  0.230
H (1.60510, -3.09322, 1.00498)  0.239
H (-2.76480, -1.24157, 0.18575)  0.245
H (1.46711, -0.50829, 0.58518)  0.225
H (-2.07474, 0.94084, -1.09294)  0.254
H (-1.39344, 2.46859, -0.45063)  0.230
H (-0.29047, 1.56901, -1.40212)  0.279
H (0.04018, 0.68533, 2.32625)  0.248
H (3.52862, 1.31780, -0.84837)  0.151
H (-0.16741, 2.44745, 1.47006)  0.240
H (3.18688, 3.16767, -1.22866)  0.141